# 1
This record from the Open Molecules 2025 dataset describes a gas-phase ion, C2 (charge +1). The level of theory is the ωB97M-V functional and the def2-TZVPD basis.

LUMO level (alpha / beta) = -14.327 / -13.860 eV
Multiplicity = 2
Frontier orbital gap (alpha / beta) = 7.24 / 7.21 eV
Total charge = +1
Molecular weight = 24.0 Da
ΔE to the lowest compared entry with this formula, charge and spin = 1.5 kcal/mol
Calculated total energy = -75.4267 hartree

```
2
C2 the ωB97M-V functional and the def2-TZVPD basis
C 0.000 0.000 0.643
C 0.000 0.000 -0.643
```

=====

# 2
This record from the Open Molecules 2025 dataset describes a molecular structure, C5H6IN3. The level of theory is the ωB97M-V functional and the def2-TZVPD basis.

LUMO level = 0.279 eV
Frontier orbital gap = 8.60 eV
Total charge = 0
Molecular weight = 235.0 Da
ΔE to the lowest compared entry with this formula, charge and spin = 1.4 kcal/mol
Calculated total energy = -656.0374 hartree

```
15
C5H6IN3 the ωB97M-V functional and the def2-TZVPD basis
C 1.705 -1.849 0.069
C 0.276 -2.242 -0.035
C 1.887 -0.439 0.076
C -0.338 -0.073 0.085
C -1.110 2.265 -0.011
N -0.681 -1.334 0.027
N 0.873 0.407 0.090
N -1.374 0.844 0.262
I -3.183 0.077 -0.012
H 2.615 -2.421 -0.037
H -0.137 -3.299 -0.134
H 2.902 0.071 0.075
H -0.661 2.893 0.812
H -0.698 2.293 -1.025
H -2.078 2.807 -0.241
```

=====

# 3
This record from the Open Molecules 2025 dataset describes C5H9NO in the gas phase. The level of theory is the ωB97M-V functional and the def2-TZVPD basis.

LUMO level = 0.890 eV
Frontier orbital gap = 8.96 eV
Total charge = 0
Molecular weight = 99.1 Da
ΔE to the lowest compared entry with this formula, charge and spin = 38.0 kcal/mol
Calculated total energy = -325.8770 hartree

```
16
C5H9NO the ωB97M-V functional and the def2-TZVPD basis
C -1.631 0.600 -0.308
C -0.305 0.067 0.166
C 0.189 -1.114 -0.266
N -0.489 -2.046 -1.011
C 0.481 1.020 1.018
C 1.984 0.825 0.662
O 2.818 0.466 1.483
H -1.509 1.122 -1.263
H -2.371 -0.194 -0.442
H -2.056 1.293 0.425
H 1.102 -1.533 0.157
H 0.045 -2.822 -1.395
H -1.094 -1.698 -1.748
H 0.340 0.808 2.081
H 0.233 2.063 0.796
H 2.264 1.141 -0.356
```

=====

# 4
This record from the Open Molecules 2025 dataset describes a molecular structure, C7H9ClN3O. The level of theory is the ωB97M-V functional and the def2-TZVPD basis.

LUMO level (alpha / beta) = -3.468 / -7.112 eV
Multiplicity = 3
Frontier orbital gap (alpha / beta) = 5.84 / 6.79 eV
Total charge = +1
Molecular weight = 186.6 Da
Calculated total energy = -971.3073 hartree

```
21
C7H9ClN3O the ωB97M-V functional and the def2-TZVPD basis
C -0.512 -1.899 -0.924
C 0.452 2.318 1.047
C 0.080 2.433 -0.314
C -0.130 0.372 0.271
C -0.490 1.132 -2.201
C 0.933 -2.604 1.500
C -0.831 -1.461 0.450
N -0.092 -2.016 -1.980
N -0.247 1.194 -0.769
N 0.320 1.001 1.354
O -0.286 -1.915 1.519
Cl 0.251 3.936 -1.208
H 0.558 3.060 1.784
H -0.088 2.011 -2.774
H -0.262 0.172 -2.667
H -1.620 1.079 -2.456
H 1.012 -3.089 2.401
H 1.560 -1.799 1.145
H 1.031 -3.368 0.746
H -1.841 -1.164 0.737
H 0.201 0.608 2.338
```

=====

# 5
This record from the Open Molecules 2025 dataset describes a molecular structure, C13H27BeCaClFIN6O3. The level of theory is the ωB97M-V functional and the def2-TZVPD basis.

LUMO level = -9.338 eV
Frontier orbital gap = 1.56 eV
Total charge = +2
Molecular weight = 545.8 Da
Calculated total energy = -2614.7465 hartree

```
54
C13H27BeCaClFIN6O3 the ωB97M-V functional and the def2-TZVPD basis
C 0.863 3.813 1.562
C 1.324 3.289 0.589
C 1.896 2.338 -0.459
C 3.135 1.600 0.171
I 4.992 2.163 -0.847
N 3.098 0.087 0.164
C 1.823 -0.456 -0.297
N 1.130 -1.344 0.331
O 1.614 -1.895 1.478
N 1.297 0.065 -1.534
C 0.798 1.442 -1.141
C -0.501 1.215 -0.293
C -1.681 2.098 -0.833
C -3.010 1.565 -0.193
N -2.880 1.423 1.269
H 0.601 4.096 2.585
H 2.297 3.012 -1.251
H 3.269 1.935 1.216
H 3.794 -0.261 -0.511
H 0.231 -1.661 -0.047
H 1.102 -1.455 2.191
H 2.152 0.267 -2.081
H 0.489 1.950 -2.079
H -0.361 1.301 0.802
H -0.830 0.161 -0.482
H -1.768 1.840 -1.917
H -1.523 3.182 -0.673
H -3.144 0.528 -0.596
H -3.908 2.134 -0.520
H -2.532 2.297 1.668
H -3.814 1.283 1.660
C -4.612 -2.778 3.228
C -3.645 -1.620 2.792
C -2.197 -2.073 3.060
O -3.891 -0.535 3.529
H -4.508 -3.032 4.295
H -5.667 -2.505 3.031
H -4.399 -3.689 2.658
H -3.752 -1.548 1.695
H -2.023 -2.285 4.116
H -1.485 -1.305 2.743
H -1.965 -2.989 2.499
F -4.554 -1.305 5.460
Be -6.125 -2.407 4.960
C 3.731 -0.679 -4.412
O 3.349 0.026 -3.495
N 2.953 -0.893 -5.532
N 4.935 -1.299 -4.400
H 3.221 -1.461 -6.301
H 2.051 -0.441 -5.558
H 5.518 -1.153 -3.591
H 5.275 -1.888 -5.140
Cl 3.642 -0.197 2.227
Ca 4.194 -1.955 -7.794
```

=====

# 6
This record from the Open Molecules 2025 dataset describes C3H4I2 in the gas phase. The level of theory is the ωB97M-V functional and the def2-TZVPD basis.

LUMO level (alpha / beta) = -1.504 / -1.504 eV
Frontier orbital gap (alpha / beta) = 7.70 / 7.70 eV
Total charge = 0
Molecular weight = 293.9 Da
ΔE to the lowest compared entry with this formula, charge and spin = 35.7 kcal/mol
Calculated total energy = -711.9969 hartree

```
9
C3H4I2 the ωB97M-V functional and the def2-TZVPD basis
I -1.080 -2.354 0.596
C -0.105 -0.622 -0.239
I -0.263 -0.869 -2.876
C -0.487 0.681 0.254
C 0.945 0.224 0.363
H -1.048 0.567 1.220
H -0.740 1.646 -0.381
H 1.547 0.781 -0.285
H 1.231 -0.054 1.348
```

=====

# 7
This record from the Open Molecules 2025 dataset describes a gas-phase ion, C5H6N (charge +1). The level of theory is the ωB97M-V functional and the def2-TZVPD basis.

LUMO level = -5.283 eV
Frontier orbital gap = 8.72 eV
Total charge = +1
Molecular weight = 80.1 Da
ΔE to the lowest compared entry with this formula, charge and spin = 79.5 kcal/mol
Calculated total energy = -248.4890 hartree

```
12
C5H6N the ωB97M-V functional and the def2-TZVPD basis
C 0.839 -1.931 -0.019
N 0.850 -0.797 0.047
C 0.468 0.508 0.070
C 1.474 1.376 -0.057
C -0.934 0.683 0.103
C -1.817 -0.311 -0.064
H 1.139 -3.025 0.066
H 1.500 2.483 0.103
H 2.469 0.915 -0.149
H -1.326 1.695 0.142
H -2.910 -0.127 -0.067
H -1.751 -1.469 -0.173
```

=====

# 8
This record from the Open Molecules 2025 dataset describes CN2O3S in the gas phase. The level of theory is the ωB97M-V functional and the def2-TZVPD basis.

LUMO level (alpha / beta) = -3.232 / -2.129 eV
Frontier orbital gap (alpha / beta) = 6.90 / 8.03 eV
Total charge = 0
Molecular weight = 120.1 Da
ΔE to the lowest compared entry with this formula, charge and spin = 71.7 kcal/mol
Calculated total energy = -771.2718 hartree

```
7
CN2O3S the ωB97M-V functional and the def2-TZVPD basis
O 0.865 -1.015 -1.502
N -0.168 -0.322 -1.383
C -0.573 0.316 -0.347
S -1.688 1.500 -0.111
N 0.342 -0.070 0.845
O 1.126 -0.920 0.628
O 0.096 0.511 1.871
```

=====

Copy entry 8 word for word.
This record from the Open Molecules 2025 dataset describes CN2O3S in the gas phase. The level of theory is the ωB97M-V functional and the def2-TZVPD basis.

LUMO level (alpha / beta) = -3.232 / -2.129 eV
Frontier orbital gap (alpha / beta) = 6.90 / 8.03 eV
Total charge = 0
Molecular weight = 120.1 Da
ΔE to the lowest compared entry with this formula, charge and spin = 71.7 kcal/mol
Calculated total energy = -771.2718 hartree

```
7
CN2O3S the ωB97M-V functional and the def2-TZVPD basis
O 0.865 -1.015 -1.502
N -0.168 -0.322 -1.383
C -0.573 0.316 -0.347
S -1.688 1.500 -0.111
N 0.342 -0.070 0.845
O 1.126 -0.920 0.628
O 0.096 0.511 1.871
```

=====

What is the total charge in the fifth record? +2

=====

The highest calculated total energy belongs to which entry? C2